No. 1
75
Properties=species:S:1:pos:R:3:forces:R:3:lowdin_charge:R:1 method="wB97M-V/def2-TZVPD" gap_ha="0.2110 / 0.2110" charge=+1 total_energy_ha=-4041.82340 e_homo_ha="-0.3863 / -0.3863" relative_energy_kj_mol=247.7 lumo_energy_ha="-0.1753 / -0.1753"
Pd 0.724 0.135 1.023 -0.7 -0.6 0.6 0.427
C -1.336 2.717 1.832 -0.1 0.0 -0.1 -0.395
C -2.145 1.497 1.393 0.1 0.1 0.0 -0.345
C -1.360 0.215 1.493 0.0 0.2 -0.4 -0.216
Sb 0.417 -2.196 -0.052 0.0 -0.6 -0.1 1.528
C -1.422 -2.725 -1.028 0.1 0.1 -0.1 -0.419
C -1.431 -4.088 -1.336 0.1 0.0 0.0 -0.169
C -2.549 -4.681 -1.905 -0.1 0.0 0.0 -0.069
C -3.677 -3.917 -2.174 0.1 0.0 0.0 -0.065
C -3.681 -2.563 -1.862 0.0 -0.1 0.0 -0.065
C -2.562 -1.974 -1.288 0.0 0.1 0.1 -0.136
C 1.737 -2.566 -1.665 -0.1 0.2 -0.1 -0.432
C 3.103 -2.485 -1.390 0.0 0.0 0.0 -0.166
C 4.040 -2.742 -2.381 0.0 0.0 0.0 -0.065
C 3.616 -3.098 -3.654 0.0 0.0 0.0 -0.058
C 2.257 -3.197 -3.937 0.0 0.0 0.0 -0.071
C 1.321 -2.927 -2.951 0.0 0.0 0.1 -0.140
Sb -0.082 3.441 0.243 0.0 0.1 0.1 1.489
C 0.445 1.494 -0.678 0.1 -0.3 -0.1 -0.526
C 1.763 1.515 -1.220 -0.2 0.1 -0.1 -0.235
C 2.086 0.880 -2.401 0.0 0.0 -0.1 -0.066
C 1.101 0.186 -3.102 0.0 0.0 0.0 -0.044
C -0.189 0.087 -2.596 -0.1 0.1 0.0 -0.090
C -0.515 0.724 -1.407 0.2 0.2 -0.1 -0.155
C -1.689 3.750 -1.146 0.0 0.0 0.0 -0.413
C -2.999 4.012 -0.749 0.0 0.0 0.0 -0.133
C -3.989 4.254 -1.695 0.0 0.0 0.0 -0.076
C -3.680 4.234 -3.048 0.0 0.0 0.0 -0.079
C -2.375 3.980 -3.455 0.0 0.0 0.0 -0.079
C -1.387 3.746 -2.508 0.0 0.0 0.0 -0.147
H -0.701 2.487 2.689 0.0 -0.1 0.0 0.027
H -1.977 3.552 2.128 0.0 0.0 -0.1 0.050
H -2.566 1.651 0.399 0.0 0.0 -0.1 0.068
H -3.017 1.380 2.051 0.0 0.0 0.0 0.123
H -1.843 -0.616 0.978 0.0 0.0 0.0 0.024
H -1.206 -0.026 2.524 -0.1 -0.2 0.4 0.021
H -0.558 -4.709 -1.139 -0.1 0.0 0.0 0.097
H -2.535 -5.739 -2.137 0.0 0.1 0.0 0.112
H -4.551 -4.374 -2.621 0.0 0.0 0.0 0.111
H -4.559 -1.961 -2.062 0.0 0.0 0.0 0.112
H -2.603 -0.919 -1.047 0.0 -0.1 0.0 0.075
H 3.447 -2.216 -0.396 0.0 0.0 0.0 0.046
H 5.098 -2.667 -2.158 -0.1 0.0 0.0 0.114
H 4.346 -3.303 -4.429 0.0 0.0 0.0 0.113
H 1.929 -3.482 -4.930 0.0 0.0 0.0 0.113
H 0.264 -2.997 -3.181 0.0 0.0 0.0 0.098
H 2.511 2.120 -0.725 0.0 0.0 0.0 0.045
H 3.095 0.943 -2.790 -0.1 0.0 0.0 0.115
H 1.346 -0.285 -4.046 0.0 0.0 0.0 0.121
H -0.951 -0.460 -3.137 0.0 0.0 0.0 0.119
H -1.545 0.743 -1.086 0.0 0.0 0.0 0.077
H -3.264 4.032 0.302 0.0 0.0 0.0 0.092
H -5.003 4.461 -1.372 0.1 0.0 0.0 0.108
H -4.451 4.423 -3.784 0.0 0.0 0.0 0.107
H -2.125 3.974 -4.510 0.0 0.0 0.1 0.107
H -0.370 3.559 -2.844 0.0 0.0 0.0 0.098
Cl 4.243 -0.880 2.720 0.0 -0.1 0.0 0.246
Si 3.144 0.081 1.244 0.2 0.5 0.0 -0.586
Cl 2.590 1.922 2.218 0.3 0.2 0.0 0.211
Cl 4.679 0.590 -0.065 0.0 0.0 0.0 0.260
C 2.030 2.231 6.147 0.0 0.0 0.0 -0.086
C 0.783 1.337 6.138 0.1 0.0 0.0 -0.228
C 0.907 0.228 5.145 0.0 -0.2 -0.2 -0.594
N 0.443 0.272 3.950 -0.1 0.2 0.1 -0.019
N 0.740 -0.834 3.178 0.5 0.5 0.1 -0.102
C 1.435 -1.730 3.848 -0.3 0.1 0.1 -0.752
N 1.764 -2.944 3.362 0.0 0.1 0.1 0.100
S 1.776 -1.247 5.479 -0.1 -0.1 -0.2 1.118
H 1.917 3.034 6.876 0.0 0.0 0.0 0.080
H 2.190 2.673 5.164 0.0 0.0 0.0 0.051
H 2.923 1.660 6.409 0.0 0.0 0.0 0.077
H -0.099 1.912 5.860 0.0 0.0 0.0 0.115
H 0.603 0.924 7.132 0.0 0.0 0.0 0.111
H 1.660 -3.067 2.367 0.0 0.0 0.0 0.012
H 2.520 -3.445 3.796 0.0 0.0 0.0 0.102

=====

No. 2
13
Properties=species:S:1:pos:R:3:forces:R:3:lowdin_charge:R:1 method="wB97M-V/def2-TZVPD" gap_ha=0.3072 charge=0 smiles=Nc1ccc(O)[nH]1 total_energy_ha=-340.76108 e_homo_ha=-0.2773 relative_energy_kj_mol=88.8 lumo_energy_ha=0.0299
N 1.087 -1.268 1.632 -0.1 0.1 0.1 0.074
C 0.462 -0.630 0.544 -0.1 -0.1 -0.2 -0.392
C 0.231 -1.086 -0.720 0.2 -0.1 0.1 -0.053
C -0.452 -0.063 -1.455 -0.1 0.2 0.1 -0.046
C -0.600 0.983 -0.584 0.1 -0.2 0.0 -0.403
O -1.164 2.212 -0.693 -0.1 0.1 -0.2 0.069
N -0.052 0.662 0.620 -0.1 -0.1 -0.1 0.136
H 0.428 -1.563 2.343 0.1 0.0 0.0 0.075
H 1.793 -0.683 2.056 0.1 -0.1 0.1 0.071
H 0.547 -2.051 -1.085 0.0 0.1 0.0 0.100
H -0.782 -0.092 -2.488 0.1 0.0 0.3 0.098
H -1.363 2.355 -1.623 -0.1 0.1 0.1 0.110
H -0.134 1.224 1.452 0.1 -0.1 -0.2 0.161